Density functional theory data (the ωB97M-V functional and the def2-TZVPD basis) for 2 unconnected molecules or ions with the total composition C4H12S at a distorted geometry.

Calculated values
HOMO-LUMO gap   9.86 eV
SMILES string   CCS.CC
Calculated total energy   -15176.694 eV
HOMO level   -0.327 hartree
ΔE to the lowest compared entry with this formula, charge and spin   97.6 kJ/mol

ORCA input file:
```
! wB97M-V def2-TZVPD RIJCOSX def2/J DEFGRID3
* xyz 0 1
C -0.92332 1.96227 -1.87156
C -0.88116 1.55443 -0.38609
S -2.54599 1.38541 0.22551
H -0.68247 1.17731 -2.43834
H -0.38046 2.84694 -2.20426
H -1.92092 2.33136 -2.10413
H -0.17448 0.77356 -0.23079
H -0.42686 2.26500 0.28985
H -3.13115 1.06861 -1.03533
C 0.86135 -1.40487 0.89361
C 1.85939 -2.33527 1.55868
H 0.83428 -1.62495 -0.20883
H -0.10167 -1.56143 1.38252
H 1.20719 -0.40793 1.05774
H 2.67476 -2.53358 0.89385
H 1.50046 -3.43129 1.62773
H 2.23106 -2.06558 2.54985
*
```

Listed below, in e, are the Mulliken charges computed for each atom: -1.2625 0.1178 -0.2669 0.3706 0.3163 0.3481 -0.0192 0.2913 0.1120 -0.6064 -1.0331 0.2514 0.2694 0.2294 0.3093 0.2649 0.3076

Density functional theory data (the ωB97M-V functional and the def2-TZVPD basis) for 2 unconnected molecules or ions with the total composition C4H12S at a distorted geometry.

Calculated values
HOMO-LUMO gap   9.43 eV
SMILES string   CSC.CC
Calculated total energy   -15176.920 eV
HOMO level   -0.311 hartree
ΔE to the lowest compared entry with this formula, charge and spin   75.8 kJ/mol

ORCA input file:
```
! wB97M-V def2-TZVPD RIJCOSX def2/J DEFGRID3
* xyz 0 1
C 0.64174 -1.32111 -2.84476
S -0.17926 -1.93518 -1.35519
C -1.79237 -1.22013 -1.47167
H 1.42891 -2.03725 -3.10608
H 0.94238 -0.30027 -2.70574
H 0.04350 -1.44600 -3.75817
H -2.60773 -1.84127 -1.11091
H -2.10400 -0.97771 -2.48840
H -1.87538 -0.33092 -0.83073
C 1.28615 1.91023 2.16562
C 0.18020 0.98836 2.71177
H 2.13203 1.27716 1.90940
H 1.37975 2.65930 2.95534
H 0.97552 2.50362 1.30935
H 0.54943 -0.03422 2.77548
H -0.26055 1.08142 3.72043
H -0.74034 1.02395 2.12425
*
```

Listed below, in e, are the Mulliken charges computed for each atom: -0.8585 -0.0685 -0.7709 0.3192 0.2746 0.2924 0.3211 0.2626 0.2266 -0.7758 -0.7774 0.2655 0.2397 0.2726 0.2443 0.3299 0.2026

Density functional theory data (the ωB97M-V functional and the def2-TZVPD basis) for 2 unconnected molecules or ions with the total composition C4H12S at a distorted geometry.

Calculated values
HOMO-LUMO gap   10.01 eV
SMILES string   CCS.CC
Calculated total energy   -15175.726 eV
HOMO level   -0.336 hartree
ΔE to the lowest compared entry with this formula, charge and spin   191.1 kJ/mol

ORCA input file:
```
! wB97M-V def2-TZVPD RIJCOSX def2/J DEFGRID3
* xyz 0 1
C -0.78768 0.76321 -1.44447
C -1.80902 0.79813 -0.26734
S -0.78403 0.71589 1.28256
H -0.40912 1.76449 -1.67042
H -1.19239 0.46363 -2.46178
H 0.00324 0.06123 -1.44150
H -2.38384 1.62269 -0.26589
H -2.47025 -0.05886 -0.55209
H -1.49911 1.69247 1.74285
C 2.22992 -0.78433 -0.41211
C 1.69446 -2.13207 -0.20316
H 1.68247 -0.10513 -0.01653
H 3.19295 -0.69885 0.09163
H 2.55856 -0.47883 -1.50204
H 0.75135 -2.23091 -0.42015
H 2.33963 -2.82539 -0.91841
H 2.00481 -2.53045 0.85575
*
```

Listed below, in e, are the Mulliken charges computed for each atom: -0.9685 -0.4775 -0.1885 0.3085 0.3437 0.1900 0.4456 0.2261 0.1056 -0.8919 -0.7772 0.2426 0.3610 0.2376 0.3688 0.2415 0.2327

Density functional theory data (the ωB97M-V functional and the def2-TZVPD basis) for 2 unconnected molecules or ions with the total composition C4H12S2 at a distorted geometry.

Calculated values
HOMO-LUMO gap   9.67 eV
SMILES string   CCS.CCS
Calculated total energy   -26011.028 eV
HOMO level   -0.328 hartree
ΔE to the lowest compared entry with this formula, charge and spin   201.6 kJ/mol

ORCA input file:
```
! wB97M-V def2-TZVPD RIJCOSX def2/J DEFGRID3
* xyz 0 1
C 0.61062 3.21141 1.29796
C 1.29678 1.82428 1.31464
S 2.61916 1.75142 2.60266
H 1.02770 3.91600 1.90659
H -0.49519 3.12640 1.34425
H 0.73765 3.68769 0.25184
H 0.64133 0.91802 1.80155
H 1.54954 1.35238 0.28275
H 3.15368 2.91088 2.30758
C -2.09734 -2.92175 -0.81428
C -0.60190 -2.71675 -1.50682
S -0.72404 -0.83981 -2.18594
H -2.87299 -2.46231 -1.48332
H -2.04161 -2.44309 0.22673
H -2.36004 -4.04217 -0.61161
H 0.35340 -2.71097 -1.04428
H -0.64459 -3.27945 -2.40424
H -0.15215 -1.28219 -3.28607
*
```

Listed below, in e, are the Mulliken charges computed for each atom: -0.8810 -0.3417 -0.2179 0.3569 0.2463 0.2580 0.1767 0.3198 0.0839 -0.8735 -0.5756 -0.2268 0.3085 0.2523 0.2817 0.3936 0.3222 0.1167

Density functional theory data (the ωB97M-V functional and the def2-TZVPD basis) for 2 unconnected molecules or ions with the total composition C4H12S2 at a distorted geometry.

Calculated values
HOMO-LUMO gap   9.21 eV
SMILES string   CSC.CSC
Calculated total energy   -26012.477 eV
HOMO level   -0.305 hartree
ΔE to the lowest compared entry with this formula, charge and spin   61.8 kJ/mol

ORCA input file:
```
! wB97M-V def2-TZVPD RIJCOSX def2/J DEFGRID3
* xyz 0 1
C 1.91705 -0.18723 -1.78964
S 1.00787 -1.46557 -0.89648
C 2.06823 -1.74372 0.55440
H 1.85556 -0.39262 -2.86049
H 2.94863 -0.09777 -1.52951
H 1.43974 0.74660 -1.66689
H 2.79222 -0.93971 0.60608
H 1.45507 -1.67067 1.44679
H 2.67154 -2.63961 0.42937
C -1.98451 1.40793 1.89579
S -2.56226 -0.07828 1.03162
C -2.05479 0.46771 -0.65041
H -2.49461 2.26465 1.50318
H -0.90458 1.46654 1.77674
H -2.21855 1.27396 2.94883
H -2.47456 -0.21500 -1.38715
H -2.48107 1.46000 -0.74558
H -0.98099 0.34276 -0.66665
*
```

Listed below, in e, are the Mulliken charges computed for each atom: -0.8638 -0.0737 -0.8018 0.2982 0.3302 0.2887 0.2611 0.2954 0.2993 -0.7992 -0.0726 -0.4305 0.2726 0.2473 0.2975 0.3057 0.3214 -0.1758

Density functional theory data (the ωB97M-V functional and the def2-TZVPD basis) for 2 unconnected molecules or ions with the total composition C4H12S2.

Calculated values
HOMO-LUMO gap   9.44 eV
SMILES string   CCSC.CS
Calculated total energy   -26012.892 eV
HOMO level   -0.314 hartree
ΔE to the lowest compared entry with this formula, charge and spin   21.8 kJ/mol

ORCA input file:
```
! wB97M-V def2-TZVPD RIJCOSX def2/J DEFGRID3
* xyz 0 1
C -2.33946 -0.85114 0.17974
C -2.07095 0.45039 0.90613
S -0.30837 0.55009 1.39558
C -0.24864 2.27324 1.89699
H -3.38153 -0.91130 -0.13283
H -2.11759 -1.71307 0.80515
H -1.72067 -0.91549 -0.70929
H -2.66120 0.57091 1.81480
H -2.22950 1.30712 0.25759
H -0.58103 2.92376 1.09368
H -0.83528 2.47315 2.78646
H 0.78653 2.50616 2.11973
C 2.75806 -0.40098 -1.87303
S 1.24249 -1.39024 -1.87140
H 3.01353 -0.17766 -2.90374
H 2.58145 0.53380 -1.35017
H 3.58137 -0.93400 -1.40853
H 0.91767 -1.11993 -0.60319
*
```

Listed below, in e, are the Mulliken charges computed for each atom: -1.1379 -0.3288 -0.0584 -0.9055 0.3601 0.3204 0.2316 0.3378 0.3094 0.2695 0.3094 0.3273 -0.7084 -0.1524 0.2706 0.2388 0.2766 0.0400

Density functional theory data (the ωB97M-V functional and the def2-TZVPD basis) for a molecular structure, C4H13AuCl3GeN3 at a distorted geometry.

Calculated values
HOMO-LUMO gap (alpha / beta)   9.14 / 4.93 eV
Calculated total energy   -106572.248 eV
HOMO level (alpha / beta)   -0.759 / -0.769 hartree
ΔE to the lowest compared entry with this formula, charge and spin   75.8 kJ/mol

ORCA input file:
```
! wB97M-V def2-TZVPD RIJCOSX def2/J DEFGRID3
* xyz 3 4
Au 0.36196 0.64822 1.25263
N 2.07076 0.08982 -0.32537
C 1.54456 -0.65168 -1.45747
C 0.50986 -1.67538 -0.99487
N -0.65494 -1.12468 -0.33117
C -1.69704 -0.39048 -1.02187
C -1.31504 1.01772 -1.47287
N -0.96784 1.84132 -0.32937
H 2.68376 -0.48338 0.25533
H 2.60066 0.90612 -0.63157
H 1.14626 0.03672 -2.20397
H 2.35306 -1.20198 -1.97217
H 0.19216 -2.27098 -1.86847
H 0.98536 -2.36738 -0.29227
H -1.08364 -1.84998 0.24013
H -2.03114 -0.96248 -1.90477
H -2.55084 -0.32418 -0.34077
H -0.49914 1.01892 -2.19567
H -2.18074 1.44452 -2.01127
H -0.53284 2.71772 -0.62257
H -1.78224 2.07002 0.24013
Cl 1.16936 -1.38538 4.54313
Ge 0.25836 0.46002 3.93233
Cl -1.79454 0.35832 4.55173
Cl 1.21396 2.07842 4.96113
*
```

Listed below, in e, are the Mulliken charges computed for each atom: 0.6551 -0.4383 -0.3981 -0.6002 0.1091 -0.5959 -0.3881 -0.4378 0.3662 0.3257 0.2619 0.4385 0.3677 0.4295 0.2826 0.3645 0.4314 0.2535 0.4353 0.3229 0.3668 -0.1022 0.7303 -0.1013 -0.0793

Density functional theory data (the ωB97M-V functional and the def2-TZVPD basis) for a gas-phase ion, C4H13IN3 (charge +1) at a distorted geometry.

Calculated values
HOMO-LUMO gap (alpha / beta)   7.05 / 5.16 eV
Calculated total energy   -16916.982 eV
HOMO level (alpha / beta)   -0.372 / -0.469 hartree

ORCA input file:
```
! wB97M-V def2-TZVPD RIJCOSX def2/J DEFGRID3
* xyz 1 3
C 1.91488 -2.52805 0.47323
C 0.45228 -2.14019 0.08709
C 0.25010 -0.62162 0.17791
C -1.02199 1.23932 -0.69295
N -0.28942 3.40476 0.36488
N -0.74747 2.10218 0.68391
N -1.00716 -0.09967 -0.37444
I -2.80496 1.78932 -1.99938
H 2.29997 -3.30725 -0.15318
H 2.51226 -1.61223 0.40217
H 1.92852 -2.84628 1.54120
H -0.23096 -2.57168 0.81172
H 0.14452 -2.44771 -0.92961
H 0.34025 -0.22729 1.32249
H 1.10228 -0.09730 -0.30137
H -0.15361 1.55930 -1.29160
H -0.93598 4.01158 -0.19459
H 0.78650 3.42202 0.10476
H -1.60640 2.08681 1.23754
H -1.89847 -0.44737 0.02083
H -1.03516 -0.66865 -1.29062
*
```

Listed below, in e, are the Mulliken charges computed for each atom: -1.0945 -0.2731 -0.8131 -0.9709 -0.5377 -0.1099 -0.0286 0.2553 0.3333 0.3477 0.3002 0.3314 0.3691 0.2742 0.3180 0.5552 0.2559 0.2834 0.2785 0.4653 0.4603

Density functional theory data (the ωB97M-V functional and the def2-TZVPD basis) for 2 unconnected molecules or ions with the total composition C4H13N at a distorted geometry.

Calculated values
HOMO-LUMO gap (alpha / beta)   2.73 / 9.09 eV
Calculated total energy   -5845.409 eV
HOMO level (alpha / beta)   0.051 / -0.183 hartree
ΔE to the lowest compared entry with this formula, charge and spin   168.4 kJ/mol

ORCA input file:
```
! wB97M-V def2-TZVPD RIJCOSX def2/J DEFGRID3
* xyz -1 2
C 0.41953 -3.05975 2.23456
C -0.45840 -2.26400 1.19989
H -0.13787 -4.04039 2.52244
H 0.49054 -2.43896 3.19961
H 1.36131 -3.31624 1.82078
H -0.17494 -2.40828 0.20683
H -1.50878 -2.57991 1.13229
H -0.65371 -1.13952 1.34650
C -1.02978 1.65720 -0.95754
N -0.16845 2.77655 -1.36119
C 1.05835 2.37517 -2.00460
H -0.73270 0.78064 -1.53861
H -0.88281 1.55968 0.18528
H -1.97539 1.98716 -0.83119
H 0.09391 3.20310 -0.41365
H 1.67138 1.68406 -1.43819
H 1.80078 3.20451 -2.15516
H 0.82701 2.01898 -3.14804
*
```

Listed below, in e, are the Mulliken charges computed for each atom: -1.1185 -1.7423 0.3263 0.3545 0.3312 0.7518 0.4732 0.3104 -2.6351 -0.1415 -1.6684 0.4960 0.4541 1.1839 0.3042 0.4774 0.4778 0.3649

Density functional theory data (the ωB97M-V functional and the def2-TZVPD basis) for 2 unconnected molecules or ions with the total composition C4H13N.

Calculated values
HOMO-LUMO gap   10.46 eV
SMILES string   CCC.CN
Calculated total energy   -5848.343 eV
HOMO level   -0.352 hartree
ΔE to the lowest compared entry with this formula, charge and spin   27.8 kJ/mol

ORCA input file:
```
! wB97M-V def2-TZVPD RIJCOSX def2/J DEFGRID3
* xyz 0 1
C 2.40803 -2.20292 0.44869
C 0.89271 -2.17621 0.37833
C 0.32421 -2.16615 -1.05354
H 2.86980 -3.01847 -0.11109
H 2.82580 -2.11936 1.45088
H 2.80949 -1.32027 -0.06553
H 0.54992 -1.26833 0.88862
H 0.39739 -2.94675 0.97117
H 1.10109 -2.31765 -1.80386
H -0.31880 -3.04062 -1.14699
H -0.23704 -1.25766 -1.23655
C -2.07926 3.43700 0.70685
N -1.51927 2.83738 -0.52709
H -2.16843 4.51065 0.55770
H -1.40745 3.25929 1.55326
H -3.06492 3.03726 0.93282
H -0.94175 2.03080 -0.28465
H -0.79230 3.49679 -0.81572
*
```

Listed below, in e, are the Mulliken charges computed for each atom: -1.2168 -0.1689 -0.9085 0.3298 0.3341 0.3165 0.2025 0.3104 0.3083 0.2639 0.2272 -0.6297 -0.5672 0.2858 0.2421 0.2315 0.1976 0.2413

Which of these has the lowest calculated total energy? C4H13AuCl3GeN3

What is the calculated total energy in the sixth record? -26012.892 eV